{"formula": "C5H16NS2", "method": "wB97M-V/def2-TZVPD", "e_homo_ev": -12.7689, "total_charge": 1, "e_lumo_ev": -9.080, "de_lowest_kj_mol": 660.62, "energy_ha": -1050.761417, "fmax_ha_per_bohr": 0.085, "species": ["C", "C", "S", "S", "H", "H", "H", "H", "H", "H", "C", "C", "C", "N", "H", "H", "H", "H", "H", "H", "H", "H", "H", "H"], "positions_angstrom": [[1.496, 1.553, 2.892], [0.861, 0.476, 1.963], [1.972, 0.342, 0.572], [-2.567, -1.323, 0.548], [1.813, 2.364, 2.227], [2.394, 1.129, 3.355], [0.779, 1.890, 3.632], [-0.136, 0.815, 1.668], [0.770, -0.523, 2.392], [-1.606, -2.462, 1.000], [0.590, -1.204, -1.474], [-0.238, 0.092, -1.439], [0.474, 1.229, -2.172], [-1.594, -0.154, -1.938], [0.619, -1.673, -0.483], [0.164, -1.873, -2.229], [1.644, -0.960, -1.681], [-0.345, 0.291, -0.360], [0.498, 1.073, -3.267], [1.484, 1.271, -1.751], [-0.047, 2.188, -2.070], [-1.910, -1.316, -0.808], [-2.280, 0.228, -1.302], [-1.777, 0.135, -2.889]]}